# 1
Density functional theory data (ωB97M-V/def2-TZVPD) for C14H44CoO12 as an isolated structure.

```
71
Properties=species:S:1:pos:R:3:forces:R:3:lowdin_charge:R:1
Co -14.520 29.542 -30.475 3.1372 -0.0799 0.9397 1.0784
C -12.456 28.060 -30.553 1.9435 -2.2206 2.7832 -0.9616
O -11.697 27.112 -30.409 1.6155 -1.1535 -0.3044 0.0392
O -12.728 28.845 -29.635 -1.2528 3.7575 5.7472 -0.0400
O -13.140 28.337 -31.503 -4.7762 0.9130 -7.7444 -0.0417
C -14.350 29.743 -24.517 -0.7322 -0.6429 0.6880 -0.0735
C -13.426 28.861 -25.360 -0.3366 1.4264 0.0976 -0.2638
O -14.058 28.719 -26.643 -0.0910 -0.0768 0.4491 -0.0983
H -13.935 30.124 -23.583 0.5652 0.2563 -0.3405 0.0761
H -15.199 29.183 -24.125 -0.0683 -0.5530 -0.2322 0.0720
H -14.866 30.535 -25.061 0.6378 0.2727 -0.2608 0.0541
H -13.200 27.918 -24.862 -0.3523 -0.2201 -0.2279 0.1201
H -12.468 29.352 -25.531 0.1437 0.1396 0.1479 0.0986
H -13.459 28.153 -27.135 0.3688 -0.5683 -0.6055 0.0536
C -9.935 29.928 -34.940 -0.0954 0.2024 -0.6684 -0.0888
C -10.577 28.925 -34.002 0.6435 0.5989 0.0760 -0.3046
O -11.839 29.425 -33.604 0.0432 0.2932 -0.3793 -0.0855
H -9.885 30.911 -34.470 0.2021 -0.0571 0.2504 0.0682
H -10.475 30.111 -35.869 -0.4158 -0.3083 0.0059 0.0685
H -8.940 29.629 -35.271 0.1239 -0.0838 0.3289 0.0731
H -9.914 28.876 -33.138 0.0643 -0.2743 0.2485 0.0972
H -10.639 27.917 -34.413 -0.1190 -0.0233 -0.2283 0.1079
H -12.097 28.973 -32.797 -0.3650 -0.2393 0.0067 0.0205
C -10.328 32.620 -27.777 -1.2130 -0.9300 -0.0459 -0.0516
C -11.343 31.388 -28.043 2.0638 1.4890 0.8039 -0.2836
O -10.550 30.464 -28.732 0.2481 -0.0630 -0.8274 -0.0969
H -9.384 32.322 -27.321 -0.2239 -0.4865 0.0931 0.0645
H -10.739 33.409 -27.146 -0.2584 -0.0420 -0.0138 0.0546
H -10.046 33.060 -28.733 -0.2381 -0.0576 -0.1299 0.0600
H -12.219 31.734 -28.591 -0.0150 0.0415 -0.2944 0.0771
H -11.692 30.866 -27.153 -0.1601 0.5486 0.5553 0.0928
H -11.152 29.846 -29.154 -0.2654 -0.5535 -0.0758 0.0315
C -15.096 32.908 -28.367 0.1509 1.4621 -0.3078 -0.0712
C -15.695 31.580 -28.120 0.0218 -0.9662 0.8179 -0.2484
O -14.809 30.540 -28.588 -0.8593 0.1871 -1.5784 -0.1349
H -14.870 33.112 -29.413 -0.0930 -0.2098 -0.0820 0.0644
H -14.169 33.082 -27.821 0.0155 -0.3367 0.0901 0.0853
H -15.774 33.701 -28.051 -0.1632 -0.0218 0.0588 0.0885
H -16.704 31.418 -28.499 0.1049 0.2029 -0.4540 0.1228
H -15.790 31.408 -27.048 -0.0451 0.1362 0.1276 0.1123
H -14.558 30.010 -27.829 0.6232 -1.0616 0.7947 0.0467
C -10.560 27.017 -27.166 -0.0310 -0.4342 0.1559 -0.1259
O -11.891 26.670 -27.590 0.4906 0.6667 0.9005 -0.1272
H -9.807 26.400 -27.657 -0.0612 -0.2702 -0.0649 0.0739
H -10.232 28.043 -27.333 -0.5512 0.3405 -0.2355 0.0651
H -10.499 26.841 -26.092 -0.0848 -0.1218 -0.0208 0.0758
H -11.959 26.923 -28.514 0.1615 -0.0751 -0.6633 0.0203
C -8.219 28.297 -30.457 -0.7656 1.1026 -0.4024 -0.1756
O -8.895 27.187 -30.965 0.7215 -1.2196 -0.0373 -0.1206
H -7.136 28.236 -30.565 -0.1183 -0.4287 -0.0354 0.0794
H -8.570 29.133 -31.063 0.3953 0.7059 0.0441 0.0615
H -8.478 28.557 -29.431 0.0947 -0.2414 0.2791 0.0646
H -9.829 27.227 -30.744 -0.3468 0.0488 0.1502 0.0233
C -13.034 25.650 -33.788 0.0308 0.3622 -0.3703 -0.1504
O -14.053 26.407 -33.154 -0.3234 -0.6311 -0.2872 -0.1326
H -13.453 24.797 -34.322 -0.2098 -0.1178 0.4115 0.0763
H -12.575 26.254 -34.570 0.3268 0.1616 -0.0925 0.0630
H -12.271 25.334 -33.076 -0.0115 -0.2371 -0.0444 0.0697
H -13.599 27.055 -32.610 -0.0020 0.2415 0.1594 0.0004
C -12.606 31.805 -31.591 1.9424 -0.0066 -0.7315 -0.0964
O -13.906 31.442 -31.205 -1.3693 -0.0750 0.0647 -0.1499
H -11.931 31.015 -31.263 -0.0111 0.2397 0.0508 0.0875
H -12.502 31.899 -32.672 -0.2133 -0.3376 -0.0696 0.0944
H -12.305 32.771 -31.186 -0.1382 -0.0873 0.4986 0.0981
H -14.465 32.167 -31.494 -0.4831 -0.1710 0.0546 0.1091
C -11.139 23.709 -29.627 -0.5405 1.4007 0.8271 -0.1616
O -11.819 24.359 -30.681 0.0421 -1.0660 -0.8583 -0.1317
H -11.796 23.756 -28.758 -0.2888 -0.8563 0.2189 0.0668
H -10.834 22.698 -29.896 -0.1734 0.1653 -0.0725 0.0775
H -10.303 24.282 -29.226 0.6321 -0.0016 -0.5825 0.0656
H -11.769 25.317 -30.671 0.3076 0.2449 0.4436 0.0159
```
Forces are in eV/Å.

As for the spin multiplicity: 4.



# 2
Density functional theory data (ωB97M-V/def2-TZVPD) for a 7-piece molecular cluster, C14H44N2O10 overall.

```
70
Properties=species:S:1:pos:R:3:forces:R:3:nbo_charge:R:1
O 6.301 25.721 -1.653 0.8968 -0.2561 -0.6564 -0.8777
H 6.361 25.219 -0.713 -0.9909 -0.1222 1.2053 0.5181
H 5.341 26.035 -1.795 -0.3176 -0.3529 0.1970 0.5310
H 6.564 25.040 -2.318 -0.4131 0.4332 -0.1439 0.5381
O 6.104 24.653 0.600 0.9255 0.7563 -0.5931 -1.1732
H 6.858 25.115 0.994 -0.1527 -0.0735 0.3993 0.4395
C 4.472 30.157 -3.875 0.0292 -0.5729 -0.4908 -0.6239
C 4.672 29.220 -2.683 -0.2644 0.1147 0.1564 -0.0801
C 6.026 29.524 -2.071 0.5909 -0.8082 -0.4910 -0.0624
O 6.434 28.536 -1.142 -0.7223 0.7193 0.8210 -0.5440
C 7.262 29.093 -0.128 0.7126 -0.7891 -0.9923 -0.2541
N 3.588 29.316 -1.684 0.4452 0.1746 -0.0074 -0.8434
H 4.710 31.188 -3.608 -0.0027 0.0300 -0.0975 0.2056
H 3.461 30.115 -4.286 -0.1407 0.0441 0.3487 0.2094
H 5.087 29.819 -4.715 0.2685 0.3079 0.1593 0.2137
H 4.755 28.179 -3.015 -0.2888 0.0658 -0.1103 0.1940
H 6.072 30.537 -1.652 -0.1012 -0.0086 0.0697 0.1634
H 6.754 29.432 -2.889 -0.0417 0.5953 -0.1224 0.1785
H 6.801 29.944 0.372 -0.0662 -0.0571 0.1825 0.1691
H 8.212 29.387 -0.599 -0.0730 0.3600 0.1972 0.1668
H 7.526 28.275 0.539 -0.2882 0.1441 0.3141 0.2039
H 3.783 30.122 -1.096 -0.1419 -0.1224 0.1220 0.3566
H 2.701 29.512 -2.133 0.0318 -0.0164 -0.1082 0.3574
C 3.355 23.705 -1.707 -0.2077 0.0285 0.8179 -0.6336
C 2.838 25.075 -2.141 0.8436 -0.7144 -0.7694 -0.0716
C 1.370 25.222 -1.782 -0.0132 0.6807 0.0360 -0.0715
O 0.530 24.242 -2.333 0.0040 -0.2389 -0.1829 -0.5339
C 0.149 24.525 -3.663 0.2708 0.4550 0.1762 -0.2473
N 3.667 26.133 -1.560 -0.1446 -0.1466 0.3952 -0.8881
H 4.432 23.561 -1.805 -0.0217 0.1895 -0.2794 0.2149
H 2.818 22.907 -2.217 0.0288 0.0033 -0.0501 0.2215
H 3.160 23.595 -0.633 0.0041 -0.1088 -0.0611 0.2203
H 2.983 25.101 -3.232 -0.3215 0.2829 0.0215 0.1648
H 1.047 26.227 -2.103 -0.1151 -0.0664 0.0668 0.1530
H 1.264 25.180 -0.695 0.0293 -0.0990 0.0026 0.1977
H -0.405 25.474 -3.685 -0.2440 -0.1963 -0.0967 0.1637
H -0.450 23.692 -4.015 -0.1202 0.0519 -0.0569 0.1973
H 1.009 24.672 -4.329 0.0335 -0.2371 0.0468 0.1588
H 3.705 25.960 -0.544 0.0747 0.2629 -0.1248 0.4185
H 3.241 27.056 -1.642 0.1031 -0.0318 -0.0737 0.3927
C 7.328 23.716 -4.656 0.0215 -0.5049 -0.0703 -0.0798
C 8.631 24.181 -4.045 0.0933 -1.2366 -0.6034 -0.0990
O 8.569 25.541 -3.702 0.1711 0.1036 0.1621 -0.7168
O 6.299 23.907 -3.694 0.0579 0.4109 0.2747 -0.7567
H 7.419 22.643 -4.861 0.0598 0.0740 -0.1664 0.1712
H 7.133 24.241 -5.596 -0.1897 0.1094 0.1084 0.1679
H 9.420 23.935 -4.768 -0.0359 0.3984 -0.1506 0.1693
H 8.863 23.499 -3.217 -0.1956 0.6390 0.5099 0.1968
H 9.251 26.013 -4.183 0.0049 0.0673 0.0786 0.4788
H 5.441 23.563 -3.952 0.0981 -0.1051 -0.2491 0.4952
C 4.565 27.642 3.117 -0.6087 -0.2042 -0.4660 -0.0843
C 4.327 27.474 1.628 0.0373 -0.1389 0.0655 -0.1012
O 3.964 26.130 1.311 0.4888 0.4422 0.4432 -0.7816
O 5.747 27.003 3.544 0.3313 0.0812 0.0983 -0.7246
H 3.691 27.223 3.631 0.0240 0.1412 0.1309 0.1626
H 4.632 28.709 3.335 0.2252 -0.0454 0.2213 0.1702
H 5.247 27.748 1.098 -0.1344 0.0496 -0.0968 0.1730
H 3.527 28.145 1.303 -0.0348 -0.0932 -0.0407 0.1748
H 4.826 25.639 1.259 -0.3305 -0.5082 -0.4756 0.5147
H 5.703 26.075 3.287 -0.0988 -0.0050 0.0318 0.4719
C 7.167 21.857 -0.686 -0.0877 -0.1993 0.6954 -0.0714
C 7.545 21.073 -1.916 -0.4993 0.3761 -0.9262 -0.0741
O 6.714 19.917 -1.960 -0.0503 -0.1335 0.1181 -0.7288
O 7.906 23.050 -0.610 0.1257 0.2345 -0.1035 -0.7774
H 7.302 21.234 0.210 0.1355 0.0298 -0.0756 0.1568
H 6.094 22.080 -0.725 0.0081 -0.0976 -0.1486 0.1692
H 8.600 20.809 -2.018 0.0877 0.0721 0.4784 0.1602
H 7.300 21.729 -2.769 0.1475 -0.2021 0.0596 0.1460
H 7.143 19.226 -2.468 0.0482 0.0406 -0.0197 0.4682
H 7.351 23.681 -0.081 0.0008 -0.4773 -0.1115 0.5053
```
Forces are in eV/Å.

As for the spin multiplicity: 1.



# 3
Density functional theory data (ωB97M-V/def2-TZVPD) for a 9-piece molecular cluster, C14H44NO11 overall.

```
70
Properties=species:S:1:pos:R:3:forces:R:3:nbo_charge:R:1
N 0.157 -0.133 0.046 0.5693 0.0794 1.5799 0.7472
O -0.957 0.272 -0.187 -2.3060 0.6288 -1.4528 -0.5387
O 0.601 -0.009 1.174 0.7208 0.4666 2.6460 -0.5581
O 0.873 -0.695 -0.762 0.6993 -1.0395 -2.8077 -0.5629
C 2.801 2.185 -1.094 -0.1090 1.0967 1.5924 -0.2477
O 2.787 1.133 -1.993 0.3779 0.2347 -0.7692 -0.7327
H 3.080 3.173 -1.458 0.0478 -0.2625 -1.1050 0.1671
H 1.840 2.368 -0.612 -0.3713 -0.2183 0.0014 0.1591
H 3.504 2.072 -0.269 0.2689 -0.5473 0.2276 0.1498
H 2.334 0.404 -1.563 -0.2806 -0.3409 0.0337 0.4957
C -4.404 1.934 0.482 -1.5014 -0.3712 0.8750 -0.2391
O -3.162 2.506 0.345 1.0821 0.5302 -0.2946 -0.7314
H -4.639 1.147 -0.235 -0.0463 0.2507 -0.3293 0.1790
H -4.573 1.478 1.457 0.4056 -0.3984 0.3973 0.1435
H -5.144 2.733 0.517 -0.1294 0.0997 -0.6856 0.1576
H -2.529 1.836 0.078 0.2781 -0.1561 0.0788 0.4906
C -0.939 -2.243 -4.231 -2.4008 1.7682 -1.0495 -0.2329
O -0.520 -2.817 -3.086 1.8518 -1.8270 1.4626 -0.7238
H -0.543 -1.240 -4.394 0.3462 0.0599 -0.2173 0.1560
H -0.896 -2.807 -5.163 0.7935 -0.5351 0.3437 0.1660
H -2.010 -2.117 -4.071 -0.6395 0.5160 -0.6410 0.1437
H -0.426 -2.150 -2.401 0.1637 0.1075 0.1109 0.4906
C -2.119 0.914 3.573 1.9098 0.2189 0.1462 -0.2583
O -0.838 0.251 3.859 -1.6145 0.0882 0.1417 -0.7533
H -1.857 1.954 3.378 -0.3724 0.2272 -0.0721 0.1691
H -2.625 0.533 2.686 -0.0436 -0.2832 0.1872 0.1786
H -2.730 0.880 4.475 -0.0273 -0.2719 -0.1466 0.1674
H -0.433 0.037 3.016 0.2027 0.1237 -0.3476 0.4884
C 1.426 -3.481 1.701 -0.1985 1.0712 -0.0592 -0.2477
O 1.480 -3.223 0.306 0.1279 -1.0163 0.0716 -0.7487
H 1.371 -4.543 1.941 0.0140 0.0005 -0.3645 0.1652
H 2.280 -3.021 2.197 0.2100 -0.1905 0.2012 0.1657
H 0.552 -2.961 2.093 -0.2010 -0.2817 0.4093 0.1652
H 1.228 -2.307 0.171 0.1754 0.2797 -0.2180 0.4834
C -2.386 -3.310 -0.410 0.9924 -1.0349 0.3480 -0.6286
C -3.160 -2.484 0.549 0.6901 -0.3593 2.3306 0.0954
C -2.618 -2.306 2.010 -0.5956 -0.9370 -0.6174 -0.6270
O -3.332 -1.215 0.028 -1.6236 0.7472 -0.5275 -0.7450
H -2.352 -4.337 -0.048 0.0828 -0.2157 -0.0570 0.2002
H -1.348 -2.977 -0.420 0.1629 0.0505 -0.3171 0.2046
H -2.793 -3.330 -1.421 -0.0553 0.2701 0.1162 0.2206
H -4.032 -3.062 0.855 -1.1937 0.7189 -1.0728 0.1557
H -2.721 -3.258 2.530 0.8295 -0.3724 -0.0164 0.1943
H -3.397 -1.759 2.540 0.3153 0.7330 -0.1619 0.2107
H -1.627 -1.860 2.094 -0.0689 -0.0049 0.1353 0.2059
H -2.452 -0.836 -0.042 0.3759 0.3600 -0.1299 0.4858
C 0.373 4.928 -3.146 0.2539 0.8759 0.1571 -0.6271
C -0.188 3.569 -3.523 0.3299 -0.3482 0.6209 0.0917
C -0.910 2.787 -2.412 0.3566 1.2716 -0.3119 -0.6319
O -1.079 3.762 -4.615 0.0489 0.2295 -0.3834 -0.7302
H 1.209 4.932 -2.447 -0.0885 -0.6988 0.2741 0.2111
H -0.335 5.640 -2.722 -0.4512 -0.2453 -0.0113 0.2042
H 0.812 5.443 -4.000 -0.2370 -0.2180 -0.4275 0.2104
H 0.671 2.969 -3.823 0.1399 -0.1512 -0.3204 0.1579
H -0.325 2.844 -1.494 -0.0098 -0.3883 0.0242 0.2146
H -1.081 1.759 -2.731 -0.0394 0.0118 0.2474 0.2130
H -1.843 3.321 -2.234 -0.2121 -0.2862 0.1409 0.2166
H -1.322 2.898 -4.953 -0.0718 -0.0788 0.0098 0.4641
C 5.017 -0.808 3.587 -0.4730 1.3585 -1.8283 -0.6221
C 4.145 -0.292 2.375 -0.1548 -1.2066 0.5006 0.1185
C 4.166 -1.111 1.076 1.6780 0.3155 0.3301 -0.6453
O 2.847 -0.204 2.871 -0.7795 -0.1525 0.8073 -0.7495
H 4.803 -1.839 3.869 -0.0591 0.1425 -0.0955 0.2087
H 4.779 -0.095 4.376 0.0995 -0.3328 0.2932 0.2163
H 6.055 -0.656 3.291 0.2142 -0.3339 0.2613 0.1921
H 4.420 0.724 2.091 0.7094 0.2083 0.1050 0.1365
H 3.373 -0.795 0.398 0.0341 -0.1934 0.0207 0.2226
H 4.270 -2.194 1.141 -0.7727 -0.0682 0.4339 0.2121
H 5.137 -0.853 0.656 0.0415 0.2226 -0.6612 0.1967
H 2.253 -0.059 2.131 -0.4720 0.0027 -0.1635 0.4930
```
Forces are in eV/Å.

The net charge is -1. As for the spin multiplicity: 1.



The records above yield energy relative to the best compared isomer or geometry (same formula, charge and spin) values of 23.6; 10.8; 86.8 kcal per mole, respectively.